# C57H47AsCl4N6PbS

C57H47AsCl4N6PbS as an isolated structure at a distorted geometry (the ωB97M-V functional and the def2-TZVPD basis, OMol25).

```
117
Properties=species:S:1:pos:R:3
Pb 0.53 -1.26 -0.82
Cl 8.59 2.22 -4.22
C 7.12 1.81 -3.45
C 6.75 0.48 -3.44
C 5.59 0.10 -2.82
C 4.82 1.09 -2.24
C 5.22 2.42 -2.27
C 6.39 2.81 -2.84
C 3.44 0.65 -1.67
C 3.40 0.17 -0.32
C 4.43 0.38 0.64
C 3.92 0.06 1.88
C 2.57 -0.32 1.65
C 1.60 -0.59 2.71
C 2.21 -0.74 4.06
C 3.09 -1.74 4.41
C 3.69 -1.83 5.68
C 3.30 -0.92 6.62
Cl 3.98 -1.00 8.21
C 2.36 0.09 6.35
C 1.81 0.17 5.10
C 0.21 -0.71 2.53
N -0.49 -0.54 1.35
C -1.78 -0.69 1.70
C -2.95 -0.61 0.84
C -4.25 -1.12 1.34
C -4.59 -2.46 1.13
C -5.80 -2.95 1.60
C -6.61 -2.14 2.43
Cl -8.06 -2.76 3.06
C -6.26 -0.85 2.70
C -5.08 -0.32 2.14
C -2.93 -0.04 -0.41
C -3.89 -0.09 -1.48
C -3.37 0.31 -2.64
C -1.98 0.67 -2.42
N -1.71 0.62 -1.00
C -1.10 0.94 -3.45
C 0.34 0.90 -3.36
C 1.22 1.37 -4.39
C 2.48 1.36 -3.90
C 2.38 0.84 -2.54
N 1.05 0.60 -2.26
C -1.66 1.16 -4.84
C -1.75 0.13 -5.76
C -2.18 0.37 -7.04
C -2.57 1.67 -7.38
Cl -3.06 2.01 -8.99
C -2.51 2.71 -6.47
C -2.04 2.45 -5.18
C -1.94 -0.96 3.10
C -0.68 -0.95 3.64
N 2.25 -0.28 0.31
H 7.36 -0.28 -3.88
H 5.30 -0.92 -2.82
H 4.60 3.12 -1.71
H 6.71 3.87 -2.84
H 5.43 0.68 0.38
H 4.38 0.11 2.87
H 3.41 -2.46 3.70
H 4.36 -2.61 5.93
H 2.16 0.78 7.14
H 1.08 0.91 4.87
H -3.94 -3.07 0.52
H -6.15 -3.95 1.37
H -6.88 -0.24 3.35
H -4.85 0.71 2.37
H -4.91 -0.38 -1.36
H -3.80 0.33 -3.65
H 0.98 1.76 -5.35
H 3.43 1.67 -4.33
H -1.36 -0.86 -5.50
H -2.29 -0.35 -7.82
H -2.88 3.71 -6.77
H -1.88 3.26 -4.47
H -2.84 -1.14 3.63
H -0.38 -1.19 4.63
N 0.68 -5.24 -0.88
C 1.61 -4.30 -0.77
S 2.18 -3.48 -2.15
N 2.09 -3.98 0.46
C 1.62 -4.46 1.72
C 2.48 -5.06 2.65
C 2.01 -5.38 3.91
C 0.71 -5.04 4.28
C -0.11 -4.42 3.37
C 0.34 -4.13 2.09
H 0.34 -5.45 -1.80
H 0.32 -5.76 -0.12
H 2.92 -3.45 0.53
H 3.48 -5.28 2.39
H 2.64 -5.84 4.62
H 0.39 -5.29 5.29
H -1.10 -4.16 3.67
H -0.34 -3.65 1.41
C -4.74 2.76 -0.32
C -3.41 3.20 -0.92
As -1.76 2.37 -0.32
C -0.28 3.43 -1.05
C -0.68 4.89 -1.24
C -1.53 2.35 1.58
C -1.46 3.77 2.18
H -5.51 3.46 -0.62
H -4.68 2.83 0.79
H -5.06 1.75 -0.59
H -3.20 4.22 -0.62
H -3.43 3.25 -2.01
H 0.09 2.99 -1.94
H 0.50 3.29 -0.28
H -1.53 4.99 -1.93
H 0.14 5.31 -1.75
H -0.88 5.34 -0.28
H -0.66 1.75 1.79
H -2.42 1.88 2.01
H -0.68 4.36 1.75
H -1.23 3.73 3.25
H -2.41 4.29 2.02
```

Properties
Highest occupied orbital energy (spin up / spin down), eV: -12.32 / -12.32
LUMO (spin up / spin down), hartree: -0.239 / -0.239
Molecular weight, g/mol: 1272.05
Net charge: +2